# 1
Density functional theory data (ωB97M-V/def2-TZVPD) for C22H28BrN6ORu as an isolated structure in a non-equilibrium geometry.

The frontier orbital gap (spin up / spin down) is 7.090 / 6.122 eV. The LUMO energy (spin up / spin down) comes out at -6.23 / -7.27 eV. As for the expectation value of S²: 8.76. For the highest occupied orbital energy (spin up / spin down), the calculation gives -13.3 / -13.4 eV. As for the total charge: +2. Its multiplicity is 6.

Last column: Mulliken spin population.
CARTESIAN COORDINATES (ANGSTROEM)
Ru: -0.3110 0.2012 0.2550  3.98
N: -1.4049 1.1615 2.0581  0.13
C: -2.8394 1.4364 1.7937  -0.01
C: -3.4328 0.2567 1.0731  0.00
N: -2.7162 -0.0049 -0.1973  0.08
C: -2.9787 -1.3851 -0.6696  0.00
C: -1.9902 -1.8119 -1.7242  -0.01
N: -0.6178 -1.7456 -1.1725  0.11
C: -3.0886 0.9909 -1.2496  -0.01
C: -1.9940 1.9867 -1.5480  0.01
N: -0.7402 1.2527 -1.8562  0.14
H: -1.2972 0.6282 2.9141  0.00
H: -0.8773 2.0185 2.1900  -0.01
H: -2.9060 2.3425 1.1944  0.00
H: -3.3920 1.6287 2.7100  0.00
H: -4.5018 0.4043 0.9033  0.00
H: -3.3327 -0.6335 1.6986  0.00
H: -3.9996 -1.4851 -1.0471  0.00
H: -2.8931 -2.0503 0.1931  0.00
H: -2.0432 -1.1706 -2.6035  0.00
H: -2.2468 -2.8126 -2.0676  0.00
H: 0.0677 -1.7994 -1.9185  0.00
H: -0.4439 -2.5573 -0.5888  -0.01
H: -3.9986 1.5217 -0.9646  0.00
H: -3.3391 0.4467 -2.1608  0.00
H: -1.7871 2.6210 -0.6892  0.00
H: -2.3149 2.6394 -2.3574  0.01
H: 0.0012 1.9112 -2.0796  -0.01
H: -0.8713 0.6818 -2.6847  0.00
Br: 4.3814 5.0745 -2.9518  0.01
C: 3.1812 4.1278 -1.9010  0.03
C: 2.1641 4.8204 -1.2142  -0.01
C: 1.2636 4.1497 -0.4245  0.03
C: 1.3256 2.7542 -0.2905  0.00
O: 0.4162 2.1334 0.4425  0.27
C: 2.3627 2.0626 -0.9628  0.01
C: 2.6282 0.6747 -0.7536  0.01
N: 1.9195 -0.0968 0.0069  0.12
C: 2.3935 -1.4142 0.3605  -0.02
C: 3.6025 -1.9473 0.0338  0.01
C: 3.9890 -3.2319 0.4941  0.00
C: 3.1639 -3.9515 1.3016  0.01
C: 1.9132 -3.4093 1.6890  -0.01
C: 1.0270 -4.0886 2.5582  0.01
C: -0.1518 -3.5102 2.9258  0.00
C: -0.4527 -2.2406 2.4086  0.01
N: 0.3385 -1.5714 1.5933  0.10
C: 1.5342 -2.1439 1.2215  0.02
C: 3.2838 2.7771 -1.7720  -0.02
H: 2.1056 5.8967 -1.3155  0.00
H: 0.4838 4.6741 0.1152  0.00
H: 3.5297 0.2947 -1.2303  0.00
H: 4.3117 -1.3883 -0.5639  0.00
H: 4.9590 -3.6228 0.2134  0.00
H: 3.4588 -4.9273 1.6707  0.00
H: 1.3012 -5.0686 2.9328  0.00
H: -0.8461 -3.9964 3.5984  0.00
H: -1.3841 -1.7505 2.6826  -0.01
H: 4.0863 2.2458 -2.2731  0.00


# 2
Density functional theory data (ωB97M-V/def2-TZVPD) for a 2-piece molecular cluster, C22H28F3NO7S overall in a non-equilibrium geometry.

The frontier orbital gap is 1.840 eV. The LUMO energy comes out at -3.16 eV. For the highest occupied orbital energy, the calculation gives -5.0 eV.

Last column: natural (NBO) charge in e.
CARTESIAN COORDINATES (ANGSTROEM)
C: 2.3540 0.1212 3.0495  -0.64
C: 2.6819 0.8904 1.7779  -0.01
C: 3.4749 0.2560 0.8459  -0.14
C: 3.8435 0.8556 -0.3280  -0.20
C: 3.3804 2.1429 -0.5568  -0.21
C: 2.6096 2.7881 0.3763  -0.23
C: 2.2379 2.1759 1.5641  -0.10
C: 1.3913 2.9187 2.5960  -0.09
O: 1.0540 4.2288 2.0857  -0.49
C: -0.2527 4.5745 2.0808  0.77
O: -0.5761 5.6495 2.5192  -0.51
C: -1.3719 3.7281 1.4674  -0.04
C: -1.1017 2.8350 0.4353  -0.19
C: -2.1542 2.0981 -0.0705  0.09
N: -3.3738 2.2669 0.4418  -0.26
C: -4.4927 1.4245 -0.1067  -0.21
C: -4.7687 0.2780 0.9202  -0.41
C: -4.1381 -1.0466 0.4109  -0.43
C: -2.8979 -1.4383 1.2381  -0.67
S: -1.4516 -1.8527 0.2473  2.34
O: -1.0302 -3.1605 0.6140  -0.91
O: -0.4062 -0.9251 0.5312  -0.94
O: -1.7325 -1.7877 -1.3260  -0.84
C: -3.6465 3.1300 1.4100  0.06
C: -2.6577 3.8960 1.9555  -0.18
H: 2.3428 -0.9418 2.7989  0.24
H: 3.0817 0.2875 3.8525  0.22
H: 1.3385 0.3684 3.3831  0.19
H: 3.8212 -0.7524 1.0555  0.22
H: 4.4502 0.3918 -1.1007  0.25
H: 3.6347 2.6636 -1.4757  0.22
H: 2.2985 3.7976 0.1172  0.21
H: 0.5268 2.3264 2.9214  0.19
H: 2.0392 3.0279 3.4750  0.22
H: -0.0759 2.7345 0.0821  0.29
H: -1.9468 1.3822 -0.8607  0.27
H: -4.1781 0.9639 -1.0415  0.23
H: -5.3625 2.0639 -0.2627  0.23
H: -5.8387 0.1489 1.0975  0.24
H: -4.2911 0.5208 1.8742  0.21
H: -3.9471 -1.0215 -0.6649  0.21
H: -4.8756 -1.8406 0.5737  0.24
H: -2.5760 -0.6326 1.9058  0.24
H: -3.0831 -2.2989 1.8852  0.28
H: -2.4954 -2.3517 -1.5365  0.51
H: -4.6572 3.2222 1.7914  0.24
H: -2.8721 4.5951 2.7549  0.28
C: 1.3129 -3.3028 -1.7483  -0.65
C: 2.8355 -3.2618 -1.7912  -0.06
O: 3.4233 -4.2325 -2.6044  -0.58
C: 3.5246 -3.9358 -4.0474  0.33
O: 4.0730 -2.7831 -4.2828  -0.88
C: 2.1583 -4.1081 -4.7852  0.91
F: 1.4519 -5.1819 -4.3176  -0.37
F: 2.3475 -4.3521 -6.0981  -0.35
F: 1.3188 -3.0525 -4.7113  -0.35
H: 0.9429 -4.3287 -1.7366  0.21
H: 0.9471 -2.7821 -0.8668  0.18
H: 0.8797 -2.8009 -2.6113  0.21
H: 3.1944 -3.4866 -0.7771  0.15
H: 3.2010 -2.2566 -2.0303  0.18
H: 4.0805 -4.8368 -4.3962  0.09